1.
ORCA calculation (ωB97M-V with the def2-TZVPD basis set) on 2 unconnected molecules or ions with the total composition C4H14N2O2 at a distorted geometry.

```
! RIJCOSX wB97M-V def2-TZVPD def2/J DEFGRID3
* xyz 0 1
N -2.2121 -0.0367 0.8451
C -2.1800 0.8081 -0.3412
C -1.0014 1.7596 -0.2415
N 0.3182 1.1519 -0.0130
C 0.7397 0.1531 -1.0104
C 2.2831 0.0983 -1.0572
O 2.7930 -1.0601 -0.3829
H -1.9209 -0.9899 0.7741
H -1.6917 0.3064 1.6419
H -3.1210 1.3481 -0.3687
H -2.1860 0.2089 -1.2797
H -0.8912 2.3130 -1.1909
H -1.0292 2.4587 0.6103
H 0.3090 0.5893 0.8303
H 0.4398 -0.8936 -0.7664
H 0.4059 0.3506 -2.0309
H 2.7158 0.1762 -2.0675
H 2.6677 1.0596 -0.6953
H 3.0589 -0.6316 0.4376
O -0.7165 -2.1715 1.6596
H 0.1989 -2.1348 1.9673
H -1.1649 -2.8680 2.1473
*
```

For the LUMO energy, the calculation gives 0.461 eV. Its frontier orbital gap is 8.991 eV. Its HOMO energy is -8.529 eV. The value obtained for the largest force on an atom is 1.39 eV/Å. The energy relative to the best compared isomer or geometry (same formula, charge and spin) comes out at 1.800 eV. The SMILES is NCCNCCO.O.

Mulliken atomic charge list, values in e, 5 entries: number 1, N, carries -0.615; number 2, C, carries -0.379; number 3, C, carries -0.805; number 4, N, carries -0.377; number 5, C, carries -0.177


2.
ORCA calculation (ωB97M-V with the def2-TZVPD basis set) on 3 unconnected molecules or ions with the total composition C4H14N2O2 at a distorted geometry.

```
! RIJCOSX wB97M-V def2-TZVPD def2/J DEFGRID3
* xyz 0 1
C 0.0001 1.3027 -2.5407
C 0.8830 0.7784 -1.4217
C 0.3380 0.5072 -0.0842
N -1.1148 0.7197 0.1826
C 1.2327 0.4199 0.9099
N 0.8403 0.2843 2.3922
H 0.7408 2.0817 -2.8768
H -0.9264 1.7760 -2.3693
H -0.2140 0.5743 -3.3935
H 1.8769 1.3671 -1.4238
H 1.2889 -0.2578 -1.6774
H -1.7677 0.2133 -0.2944
H -1.3030 0.7595 1.2219
H 2.3353 0.4935 0.6890
H 1.6669 -0.2038 2.7379
H 0.7668 1.2664 2.7497
O -0.3890 -2.7117 -0.3193
H -0.7142 -2.9204 -1.1756
H -1.0065 -3.0211 0.3581
O -1.5554 -1.2989 1.7692
H -0.7500 -0.8770 2.2109
H -2.2288 -1.2532 2.3555
*
```

For the LUMO energy, the calculation gives 0.778 eV. Its frontier orbital gap is 8.530 eV. Its HOMO energy is -7.751 eV. The value obtained for the largest force on an atom is 5.85 eV/Å. The energy relative to the best compared isomer or geometry (same formula, charge and spin) comes out at 2.586 eV. The SMILES is CC/C(N)=C/N.O.O.

Mulliken atomic charge list, values in e, 5 entries: number 1, C, carries -1.032; number 2, C, carries -0.417; number 3, C, carries 0.388; number 4, N, carries -0.530; number 5, C, carries -0.400


3.
ORCA calculation (ωB97M-V with the def2-TZVPD basis set) on a gas-phase ion, C4H14N2O2Si (charge +2) at a distorted geometry.

```
! RIJCOSX wB97M-V def2-TZVPD def2/J DEFGRID3
* xyz 2 1
N 2.3465 1.4413 0.5452
C 1.0938 0.5658 0.6848
C 1.0672 -0.7894 -0.1183
C -0.1338 -1.5056 0.3826
C -1.5163 -0.5485 0.2384
N -2.3543 -0.9776 -0.9457
Si -0.6385 1.1220 0.1187
O -0.7516 1.3875 -1.4773
O -0.5764 2.6629 1.1798
H 3.1492 1.1363 1.1392
H 1.9191 2.3253 0.8380
H 2.5822 1.4656 -0.4823
H 1.1164 0.2480 1.7929
H 2.0549 -1.3772 0.0347
H 1.0807 -0.6770 -1.2516
H -0.2465 -2.5277 0.0616
H 0.0207 -1.4420 1.4926
H -2.2089 -0.5711 1.0896
H -2.8605 -1.8439 -0.6817
H -1.6581 -0.9473 -1.7125
H -3.2908 -0.4186 -1.2040
H -0.5734 2.0952 -1.9765
H -1.4164 3.1661 1.1253
*
```

For the LUMO energy, the calculation gives -6.903 eV. Its frontier orbital gap is 11.626 eV. Its HOMO energy is -18.529 eV. The value obtained for the largest force on an atom is 5.46 eV/Å. The energy relative to the best compared isomer or geometry (same formula, charge and spin) comes out at 0.490 eV. The SMILES is [NH3+][C@@H]1CC[C@H]([NH3+])[Si]1(O)O.

Mulliken atomic charge list, values in e, 5 entries: number 1, N, carries -0.163; number 2, C, carries -0.587; number 3, C, carries -0.596; number 4, C, carries -0.777; number 5, C, carries -0.453


4.
ORCA calculation (ωB97M-V with the def2-TZVPD basis set) on 3 unconnected molecules or ions with the total composition C4H14N2O3 at a distorted geometry.

```
! RIJCOSX wB97M-V def2-TZVPD def2/J DEFGRID3
* xyz 0 1
C -1.6269 1.1629 0.2218
N -0.7359 0.4226 -0.6880
C -0.8093 1.0921 -2.0207
C 0.6405 0.5233 -0.1260
C 1.3905 -0.7676 -0.3593
N 1.5114 -1.2354 -1.6388
O 1.9459 -1.3946 0.5410
H -1.6166 0.8225 1.2538
H -1.5061 2.2538 0.1589
H -2.6444 1.0048 -0.1619
H -1.5594 1.8864 -2.0546
H -0.9547 0.3678 -2.8203
H 0.1010 1.6521 -2.2603
H 0.6396 0.8667 0.9026
H 1.2768 1.2603 -0.6419
H 2.0524 -2.0877 -1.6818
H 0.7592 -1.1290 -2.3095
O -1.1180 -1.8735 1.9788
H -1.1934 -1.3280 1.1778
H -0.2307 -2.2963 1.9437
O 1.2819 -0.0005 2.9074
H 0.5698 -0.5457 3.2367
H 1.8264 -0.6572 2.4406
*
```

For the LUMO energy, the calculation gives 0.722 eV. Its frontier orbital gap is 10.248 eV. Its HOMO energy is -9.526 eV. The value obtained for the largest force on an atom is 1.80 eV/Å. The energy relative to the best compared isomer or geometry (same formula, charge and spin) comes out at 1.186 eV. The SMILES is CN(C)CC(N)=O.O.O.

Mulliken atomic charge list, values in e, 5 entries: number 1, C, carries -1.353; number 2, N, carries -0.173; number 3, C, carries -1.021; number 4, C, carries -0.416; number 5, C, carries 0.318


Repeat the second record exactly.
ORCA calculation (ωB97M-V with the def2-TZVPD basis set) on 3 unconnected molecules or ions with the total composition C4H14N2O2 at a distorted geometry.

```
! RIJCOSX wB97M-V def2-TZVPD def2/J DEFGRID3
* xyz 0 1
C 0.0001 1.3027 -2.5407
C 0.8830 0.7784 -1.4217
C 0.3380 0.5072 -0.0842
N -1.1148 0.7197 0.1826
C 1.2327 0.4199 0.9099
N 0.8403 0.2843 2.3922
H 0.7408 2.0817 -2.8768
H -0.9264 1.7760 -2.3693
H -0.2140 0.5743 -3.3935
H 1.8769 1.3671 -1.4238
H 1.2889 -0.2578 -1.6774
H -1.7677 0.2133 -0.2944
H -1.3030 0.7595 1.2219
H 2.3353 0.4935 0.6890
H 1.6669 -0.2038 2.7379
H 0.7668 1.2664 2.7497
O -0.3890 -2.7117 -0.3193
H -0.7142 -2.9204 -1.1756
H -1.0065 -3.0211 0.3581
O -1.5554 -1.2989 1.7692
H -0.7500 -0.8770 2.2109
H -2.2288 -1.2532 2.3555
*
```

For the LUMO energy, the calculation gives 0.778 eV. Its frontier orbital gap is 8.530 eV. Its HOMO energy is -7.751 eV. The value obtained for the largest force on an atom is 5.85 eV/Å. The energy relative to the best compared isomer or geometry (same formula, charge and spin) comes out at 2.586 eV. The SMILES is CC/C(N)=C/N.O.O.

Mulliken atomic charge list, values in e, 5 entries: number 1, C, carries -1.032; number 2, C, carries -0.417; number 3, C, carries 0.388; number 4, N, carries -0.530; number 5, C, carries -0.400


Q: Which of these has the lowest energy relative to the best compared isomer or geometry (same formula, charge and spin)?
A: C4H14N2O2Si


Q: Look up the energy relative to the best compared isomer or geometry (same formula, charge and spin) of the third one.
A: 0.490 eV